Record 1
{"formula": "C23H58ClN9O20Si2", "method": "ωB97M-V/def2-TZVPD", "symbols": ["C", "C", "C", "C", "C", "C", "C", "C", "C", "C", "C", "Si", "C", "O", "C", "C", "C", "O", "Si", "Cl", "O", "N", "O", "H", "H", "H", "H", "H", "H", "H", "H", "H", "H", "H", "H", "H", "H", "H", "H", "H", "H", "H", "H", "H", "H", "H", "H", "H", "H", "H", "H", "H", "H", "H", "H", "H", "H", "C", "N", "O", "O", "H", "H", "H", "C", "N", "O", "O", "H", "H", "H", "C", "N", "O", "O", "H", "H", "H", "C", "N", "O", "O", "H", "H", "H", "C", "N", "O", "O", "H", "H", "H", "C", "N", "O", "O", "H", "H", "H", "C", "N", "O", "O", "H", "H", "H", "C", "N", "O", "O", "H", "H", "H"], "positions_angstrom": [[-1.79, 0.66, 0.02], [-2.72, 1.94, 0.54], [-2.53, 2.26, 2.14], [-1.07, 1.79, 2.76], [-1.16, 0.27, 3.42], [0.24, -0.58, 3.23], [0.15, -1.72, 2.01], [1.59, -2.52, 2.06], [2.36, -2.55, 0.60], [3.31, -3.89, 0.59], [4.81, -3.68, -0.05], [4.84, -3.10, -1.89], [5.06, -4.57, -3.16], [3.93, -5.52, -3.16], [4.29, -6.81, -3.76], [4.78, -6.73, -5.33], [3.69, -7.41, -6.39], [3.50, -2.08, -2.38], [4.03, -0.55, -3.05], [2.57, 0.46, -4.25], [5.51, -0.64, -4.00], [5.26, -0.83, -5.31], [5.80, -1.90, -5.58], [-1.89, -0.26, 0.73], [-2.18, 0.35, -1.05], [-0.66, 1.00, -0.10], [-3.84, 1.61, 0.39], [-2.45, 2.92, -0.04], [-2.77, 3.39, 2.31], [-3.37, 1.63, 2.71], [-0.21, 1.89, 1.98], [-0.82, 2.52, 3.65], [-1.36, 0.44, 4.58], [-2.05, -0.37, 2.99], [0.45, -1.12, 4.27], [1.14, 0.13, 2.92], [-0.78, -2.40, 2.22], [0.10, -1.15, 0.97], [2.32, -1.96, 2.81], [1.45, -3.63, 2.46], [1.60, -2.68, -0.31], [2.98, -1.54, 0.44], [3.48, -4.18, 1.74], [2.72, -4.81, 0.14], [5.35, -4.74, 0.00], [5.47, -2.95, 0.59], [6.07, -2.28, -2.04], [5.08, -4.04, -4.23], [6.06, -5.09, -2.87], [3.34, -7.53, -3.69], [5.18, -7.30, -3.16], [5.78, -7.35, -5.43], [4.98, -5.65, -5.73], [3.02, -6.50, -6.77], [4.33, -7.75, -7.32], [3.05, -8.27, -5.90], [4.34, 0.35, -1.90], [2.78, 1.10, 6.41], [1.38, 0.59, 6.47], [0.48, 1.42, 6.60], [1.24, -0.64, 6.38], [2.76, 2.19, 6.50], [3.33, 0.66, 7.25], [3.20, 0.80, 5.45], [-3.35, -3.57, 1.09], [-3.45, -2.32, 0.28], [-2.71, -2.23, -0.71], [-4.26, -1.47, 0.66], [-2.60, -4.22, 0.64], [-3.06, -3.29, 2.10], [-4.33, -4.05, 1.07], [1.27, 3.36, -6.18], [0.13, 4.22, -6.60], [0.09, 4.57, -7.78], [-0.68, 4.53, -5.72], [1.91, 3.17, -7.05], [1.82, 3.89, -5.41], [0.85, 2.42, -5.80], [3.65, -2.28, 9.89], [3.55, -1.04, 9.08], [4.29, -0.94, 8.09], [2.74, -0.19, 9.46], [4.40, -2.94, 9.44], [3.94, -2.00, 10.90], [2.67, -2.76, 9.87], [-4.01, 5.81, -2.09], [-4.11, 4.58, -1.27], [-3.93, 3.50, -1.84], [-4.37, 4.73, -0.07], [-3.78, 5.53, -3.12], [-4.97, 6.32, -2.04], [-3.21, 6.43, -1.67], [-8.40, 7.69, -2.80], [-7.15, 8.31, -3.31], [-6.08, 7.79, -2.98], [-7.28, 9.31, -4.03], [-8.14, 6.83, -2.18], [-8.92, 8.45, -2.20], [-9.00, 7.39, -3.66], [-3.42, 4.83, -6.33], [-4.72, 5.55, -6.29], [-4.97, 6.22, -5.28], [-5.46, 5.41, -7.27], [-2.87, 5.04, -5.40], [-3.63, 3.76, -6.42], [-2.86, 5.20, -7.19], [-2.93, 0.05, 7.26], [-3.76, -0.95, 6.55], [-4.00, -0.73, 5.36], [-4.15, -1.92, 7.21], [-2.66, 0.85, 6.57], [-3.52, 0.45, 8.09], [-2.03, -0.46, 7.63]], "homo_lumo_gap_ev": 8.80, "e_homo_ev": -9.6}

Record 2
{"formula": "C16H48O8", "method": "ωB97M-V/def2-TZVPD", "symbols": ["C", "C", "O", "H", "H", "H", "H", "H", "H", "C", "C", "O", "H", "H", "H", "H", "H", "H", "C", "C", "O", "H", "H", "H", "H", "H", "H", "C", "C", "O", "H", "H", "H", "H", "H", "H", "C", "C", "O", "H", "H", "H", "H", "H", "H", "C", "C", "O", "H", "H", "H", "H", "H", "H", "C", "C", "O", "H", "H", "H", "H", "H", "H", "C", "C", "O", "H", "H", "H", "H", "H", "H"], "positions_angstrom": [[0.40, -0.35, -0.54], [-0.98, -0.64, 0.02], [-1.06, 0.05, 1.24], [0.70, -1.13, -1.24], [1.20, -0.44, 0.20], [0.39, 0.51, -1.20], [-0.94, -1.71, 0.25], [-1.84, -0.46, -0.63], [-1.03, 0.97, 0.97], [5.07, -2.92, -1.27], [3.78, -3.20, -0.40], [4.15, -2.97, 0.93], [4.87, -2.98, -2.34], [5.70, -3.76, -0.96], [5.60, -2.01, -0.98], [3.27, -4.15, -0.51], [3.09, -2.39, -0.64], [4.31, -2.04, 1.11], [-1.55, 3.65, -1.00], [-1.67, 3.89, 0.48], [-1.68, 2.67, 1.07], [-2.37, 3.03, -1.37], [-0.62, 3.16, -1.30], [-1.60, 4.61, -1.52], [-2.64, 4.29, 0.78], [-0.84, 4.49, 0.86], [-2.60, 2.51, 1.31], [3.38, 0.24, -3.03], [3.55, 1.43, -2.16], [4.44, 2.33, -2.87], [2.65, -0.42, -2.56], [4.35, -0.25, -3.12], [2.83, 0.41, -3.96], [4.02, 1.23, -1.20], [2.62, 1.99, -2.04], [4.69, 3.11, -2.36], [-5.98, -1.67, 0.09], [-4.86, -0.80, 0.58], [-5.25, 0.54, 0.46], [-5.67, -2.71, 0.00], [-6.15, -1.25, -0.90], [-6.93, -1.53, 0.60], [-3.90, -1.05, 0.12], [-4.73, -0.91, 1.65], [-4.51, 1.10, 0.73], [1.29, 1.96, 2.99], [0.19, 1.60, 3.91], [0.56, 1.94, 5.23], [1.13, 1.67, 1.95], [2.23, 1.49, 3.29], [1.59, 3.00, 3.05], [0.23, 0.51, 3.89], [-0.77, 2.00, 3.60], [0.43, 2.89, 5.24], [-3.45, 0.15, -3.72], [-1.97, 0.56, -3.78], [-1.14, -0.51, -3.49], [-4.07, 1.03, -3.81], [-3.73, -0.30, -2.77], [-3.69, -0.52, -4.55], [-1.77, 1.37, -3.08], [-1.61, 0.86, -4.76], [-1.30, -1.17, -4.17], [1.80, -3.17, 3.59], [1.01, -2.29, 2.58], [-0.20, -1.90, 3.12], [2.35, -2.52, 4.26], [2.53, -3.83, 3.12], [1.12, -3.81, 4.16], [0.79, -2.86, 1.68], [1.48, -1.32, 2.48], [-0.72, -1.25, 2.64]], "homo_lumo_gap_ev": 9.57, "e_homo_ev": -9.4, "e_above_lowest_ev": 4.0771}

Record 3
{"formula": "C14H11F7MnNO4Sb", "method": "ωB97M-V/def2-TZVPD", "symbols": ["Mn", "O", "C", "O", "C", "O", "O", "C", "C", "C", "N", "C", "C", "H", "H", "H", "H", "H", "F", "Sb", "F", "F", "F", "F", "F", "F", "C", "C", "C", "C", "C", "C", "C", "H", "H", "H", "H", "H", "H"], "positions_angstrom": [[1.13, -0.27, -0.23], [4.61, -1.41, 1.02], [3.61, -1.12, 0.42], [2.46, -0.80, 0.99], [3.53, -1.09, -1.14], [4.45, -1.44, -1.84], [2.37, -0.64, -1.58], [-0.73, 0.01, 4.08], [-0.90, -1.14, 3.32], [-0.54, -1.12, 1.99], [-0.02, -0.04, 1.40], [0.14, 1.07, 2.13], [-0.20, 1.14, 3.47], [-1.00, 0.03, 5.13], [-1.32, -2.04, 3.75], [-0.67, -1.99, 1.36], [0.54, 1.93, 1.62], [-0.06, 2.06, 4.01], [-0.16, 0.53, -1.56], [-1.33, 0.74, -3.15], [-2.39, -0.64, -2.41], [-2.30, 2.01, -2.15], [-2.47, 0.95, -4.63], [-0.16, 2.11, -3.70], [-0.28, -0.54, -4.02], [-8.00, 1.68, 2.28], [-6.75, 1.44, 1.81], [-5.84, 2.48, 1.79], [-4.56, 2.24, 1.32], [-4.18, 0.95, 0.86], [-2.88, 0.70, 0.41], [-5.16, -0.07, 0.89], [-6.43, 0.17, 1.36], [-6.14, 3.46, 2.14], [-3.84, 3.04, 1.29], [-2.13, 1.48, 0.37], [-2.60, -0.28, 0.03], [-4.90, -1.05, 0.52], [-7.19, -0.61, 1.38]], "homo_lumo_gap_ev": [7.26, 6.61], "charge": -1, "e_homo_ev": [-5.3, -5.0], "e_above_lowest_ev": 2.2727, "multiplicity": 5}

Record 4
{"formula": "C12H21N2O3S", "method": "ωB97M-V/def2-TZVPD", "symbols": ["C", "C", "C", "C", "C", "N", "C", "N", "C", "O", "C", "H", "H", "H", "H", "H", "H", "H", "H", "H", "H", "H", "H", "H", "C", "C", "C", "S", "O", "O", "C", "H", "H", "H", "H", "H", "H", "H", "H"], "positions_angstrom": [[-0.18, 0.15, -0.55], [-1.46, 0.26, -0.03], [-2.72, -0.33, -0.77], [-3.48, -1.42, 0.12], [-2.59, -2.70, 0.38], [-1.56, -2.96, -0.67], [-1.94, -2.54, -2.05], [-2.95, -3.46, -2.70], [-2.29, -4.31, -3.38], [-1.90, -5.33, -3.78], [-2.40, -1.03, -2.17], [0.72, 0.04, 0.15], [-0.01, 0.12, -1.66], [-1.54, 0.77, 0.98], [-3.43, 0.53, -0.98], [-3.75, -0.94, 1.11], [-4.41, -1.74, -0.43], [-3.26, -3.58, 0.59], [-2.01, -2.50, 1.34], [-0.64, -2.54, -0.44], [-1.43, -3.99, -0.70], [-1.00, -2.64, -2.68], [-1.67, -0.44, -2.81], [-3.37, -1.03, -2.77], [4.20, 3.62, 1.95], [3.84, 3.24, 0.51], [3.12, 1.89, 0.56], [2.34, 1.79, 2.17], [2.96, 0.73, 2.92], [0.90, 1.88, 2.00], [2.95, 3.35, 2.78], [4.52, 4.66, 2.03], [5.02, 2.99, 2.30], [3.17, 4.00, 0.10], [4.72, 3.20, -0.13], [2.37, 1.81, -0.22], [3.83, 1.06, 0.48], [3.14, 3.28, 3.85], [2.18, 4.11, 2.59]], "homo_lumo_gap_ev": 9.09, "charge": 1, "e_homo_ev": -12.5, "e_above_lowest_ev": 1.7866}